Record 1
Density functional theory data (wB97M-V/def2-TZVPD) for a structure of composition C24H36IrN8PS4Te in a non-equilibrium geometry.

Cartesian coordinates (Å):
Ir: -0.19551 0.17707 -0.24211
S: 0.44622 -0.80584 2.12560
C: 1.78706 -1.87463 1.75993
C: 3.07733 -1.50145 1.42891
C: 3.96765 -2.48085 0.99602
C: 5.23591 -2.07270 0.45709
N: 6.20459 -1.69963 -0.03728
C: 3.58758 -3.83082 0.98588
C: 2.31919 -4.21036 1.41706
C: 1.40811 -3.22075 1.76476
S: -0.29289 -3.43830 2.10087
C: 4.46314 -4.83172 0.43730
N: 5.10530 -5.65155 -0.04781
H: 3.37829 -0.46387 1.44737
H: 2.04564 -5.25689 1.44362
C: 1.45626 -4.73601 -1.89821
C: 2.13838 -3.42237 -1.86436
N: 3.33547 -3.15828 -2.26595
N: 3.49738 -1.81808 -2.04278
C: 2.42526 -1.25503 -1.49892
S: 2.20508 0.34998 -1.02052
N: 1.54774 -2.25949 -1.38431
N: 0.28505 -2.08666 -0.84782
H: 2.18564 -5.49730 -2.16325
H: 0.65737 -4.73767 -2.64197
H: 1.02269 -4.97185 -0.92450
H: 4.38284 -1.37774 -2.24456
H: 0.16781 -2.65415 -0.00107
H: -0.44901 -2.34796 -1.50785
Te: -0.57985 0.26942 -2.97417
C: -2.57711 0.54908 -3.54000
C: -2.99065 0.84344 -4.80473
C: -4.40441 1.00792 -4.91619
C: -5.04792 0.82823 -3.73772
S: -3.93736 0.45169 -2.48748
H: -2.30568 0.94759 -5.63573
H: -4.91119 1.25056 -5.83901
H: -6.10192 0.89581 -3.51955
C: -1.15763 4.22382 2.53589
C: -1.40455 2.89675 1.81506
C: -1.55165 1.76560 2.84107
P: -0.20187 2.46967 0.47596
C: 1.53643 2.93821 0.93183
C: 1.89737 4.42422 0.89906
C: 1.91733 2.33381 2.28949
C: -0.74101 3.52042 -0.95321
C: -0.82068 5.04287 -0.79106
C: -2.11653 3.02858 -1.40753
H: -2.00455 4.41817 3.19620
H: -1.06529 5.06624 1.85594
H: -0.26401 4.17885 3.15735
H: -2.34732 2.96336 1.26177
H: -0.73249 1.77890 3.56083
H: -1.55900 0.79016 2.35808
H: -2.48521 1.88225 3.39395
H: 2.12677 2.42983 0.16830
H: 1.21211 5.02993 1.48846
H: 1.93562 4.80685 -0.11845
H: 2.89463 4.54022 1.32720
H: 1.50503 2.92366 3.10889
H: 3.00335 2.33011 2.39576
H: 1.56400 1.31176 2.39136
H: -0.00429 3.28057 -1.72680
H: -1.63176 5.32293 -0.11925
H: -1.04523 5.47303 -1.76867
H: 0.09728 5.49727 -0.43777
H: -2.91170 3.54185 -0.86077
H: -2.23342 1.96500 -1.24067
H: -2.26458 3.22885 -2.46875
N: -2.32003 -2.10505 -0.24022
N: -2.22305 -0.74593 0.18694
H: -3.29544 -2.38096 -0.29772
H: -1.87620 -2.67842 0.47603
H: -2.54127 -0.62181 1.14568
H: -2.83941 -0.20233 -0.41237

* HOMO (alpha / beta): -10.1 / -10.1 eV
* relative energy (zero: lowest compared OMol25 entry of this formula, charge and spin): 125.83 kJ/mol
* orbital gap (alpha / beta): 0.23762 / 0.19960 Eh
* ⟨S²⟩: 0.756
* spin multiplicity: 2
* net charge: +1

=====

Record 2
Density functional theory data (wB97M-V/def2-TZVPD) for a structure of composition C3H6O2 in a non-equilibrium geometry.

Cartesian coordinates (Å):
O: 0.46189 1.43377 0.67802
C: 0.74498 0.43947 -0.31926
C: 0.33138 -0.97533 0.02542
C: -0.98129 -0.44881 -0.31955
O: -1.67911 0.28601 0.53486
H: 1.49088 1.08331 0.69815
H: 0.79074 0.78721 -1.33657
H: 0.49161 -1.24236 1.07050
H: 0.73014 -1.71510 -0.66914
H: -1.40515 -0.57195 -1.31869
H: -0.97608 0.92380 0.95625

* HOMO: -7.9 eV
* relative energy (zero: lowest compared OMol25 entry of this formula, charge and spin): 446.26 kJ/mol
* orbital gap: 0.32303 Eh
* spin multiplicity: 1

=====

Record 3
Density functional theory data (wB97M-V/def2-TZVPD) for a structure of composition C31H60AlO15S2 in a non-equilibrium geometry.

Cartesian coordinates (Å):
C: 6.59892 2.57206 0.49001
C: 6.22892 1.43854 -0.45565
C: 6.48957 0.08079 0.15096
O: 5.57796 -0.23405 1.17425
C: 4.25202 -0.13250 0.73843
O: 3.53664 0.75529 1.17904
C: 3.82021 -1.14479 -0.28107
S: 2.54617 -2.21849 0.38035
C: 1.19278 -2.03838 -0.83672
C: -0.17371 -2.17657 -0.08609
O: -1.14240 -1.41052 -0.75392
Al: -0.21019 0.14203 -0.96435
C: -0.98617 1.36996 -2.37687
O: -1.74704 2.51054 -1.91201
C: -2.82072 2.19109 -1.09710
O: -2.63100 2.62681 0.21665
C: -2.83800 3.99650 0.39624
C: -4.06267 4.23989 1.26162
O: -5.14702 3.43487 0.81692
O: 1.22770 -0.83758 -1.50177
O: 7.10012 1.46171 -1.63588
C: 6.73917 2.44890 -2.49484
O: 7.42390 3.44453 -2.66563
C: 5.46887 2.24098 -3.27907
S: 4.58932 3.83910 -3.33816
H: 7.53630 2.99576 0.16242
H: 5.84854 3.34714 0.45584
H: 6.72552 2.21120 1.49830
H: 5.21360 1.54802 -0.81328
H: 6.53362 -0.67681 -0.62640
H: 7.47244 0.10928 0.60231
H: 4.64571 -1.70183 -0.70527
H: 3.34211 -0.58748 -1.08211
H: 1.20784 -2.84049 -1.57196
H: -0.07224 -1.77387 0.92822
H: -0.49407 -3.20280 0.03433
H: -0.03331 0.69939 0.52292
H: -0.16487 1.78987 -2.95008
H: -1.57840 0.80531 -3.09651
H: -2.99740 1.12341 -1.06698
H: -3.71371 2.67095 -1.49663
H: -1.98483 4.41503 0.92222
H: -2.91552 4.51090 -0.55542
H: -4.35770 5.28480 1.22700
H: -3.79231 3.95400 2.27028
H: -5.63148 3.17634 1.59598
H: 5.72051 1.96114 -4.28845
H: 4.82290 1.50237 -2.83650
H: 3.37264 3.51799 -2.88184
C: -9.18034 4.55768 1.36872
C: -8.99635 3.68580 2.58775
O: -8.00792 3.77009 3.27641
C: -10.10235 2.70990 2.89704
H: -8.31798 5.20963 1.25532
H: -9.27608 3.93668 0.47711
H: -10.08128 5.16389 1.47780
H: -10.22912 2.01668 2.06307
H: -11.03553 3.24473 3.07063
H: -9.84483 2.14713 3.79148
C: -15.24732 3.08389 3.44016
C: -13.97239 3.03008 4.24674
O: -12.98492 3.63627 3.90933
C: -13.98833 2.18152 5.49457
H: -15.10208 3.72385 2.57380
H: -15.51950 2.08231 3.10431
H: -16.05837 3.48439 4.04996
H: -14.21141 1.14487 5.23837
H: -14.75003 2.54643 6.18510
H: -13.01601 2.22843 5.97786
C: 7.64957 -4.13679 0.64957
C: 6.19134 -4.03228 1.04456
O: 5.30469 -4.15317 0.24050
C: 5.89419 -3.75420 2.49926
H: 7.72178 -4.33229 -0.41766
H: 8.16762 -3.20389 0.87921
H: 8.12862 -4.95058 1.19661
H: 6.34173 -2.80435 2.79721
H: 6.29967 -4.55194 3.12544
H: 4.81705 -3.69712 2.63898
C: -0.22115 -7.13094 1.29799
C: 1.01370 -6.26468 1.35345
O: 1.01472 -5.13309 0.94606
C: 2.26139 -6.88972 1.93819
H: -1.03581 -6.56142 0.85670
H: -0.02546 -8.00869 0.68307
H: -0.50909 -7.44459 2.30404
H: 2.54479 -7.76770 1.35493
H: 2.08105 -7.19221 2.97175
H: 3.07083 -6.16333 1.91054
C: -0.43253 -8.39891 -3.42966
C: 0.23539 -9.32122 -2.44014
O: 0.48841 -8.96140 -1.31721
C: 0.57390 -10.71353 -2.92022
H: -0.61810 -7.43606 -2.96086
H: 0.21060 -8.25449 -4.29892
H: -1.38080 -8.82707 -3.75859
H: 1.25625 -10.65958 -3.76958
H: -0.33428 -11.23318 -3.22906
H: 1.04817 -11.26985 -2.11563
C: 7.56207 6.36194 -3.47950
C: 7.08268 7.77848 -3.66870
O: 5.91847 8.04718 -3.83910
C: 8.13784 8.86350 -3.63554
H: 6.73566 5.65986 -3.51355
H: 8.27201 6.10224 -4.26733
H: 8.05513 6.26205 -2.51158
H: 8.87042 8.69608 -4.42661
H: 8.65054 8.85626 -2.67259
H: 7.66777 9.83299 -3.78275

* HOMO: -4.7 eV
* orbital gap: 0.23260 Eh
* spin multiplicity: 1
* net charge: -1

=====

Record 4
Density functional theory data (wB97M-V/def2-TZVPD) for a structure of composition C9H26ClINO2P2Ti in a non-equilibrium geometry.

Cartesian coordinates (Å):
C: -1.93206 0.70162 -0.34535
I: 1.56375 1.23024 2.41691
H: -2.05132 0.69854 -1.42062
H: -2.25802 1.62707 0.10913
H: -2.57745 -0.11576 0.05505
Ti: 0.00774 -0.35246 -0.22023
P: 0.18861 2.40793 -0.20364
C: -0.28398 3.35111 1.31882
C: 1.85268 3.06109 -0.58806
H: 1.78747 4.14167 -0.76797
H: -0.60944 4.41316 -1.31788
H: 2.23032 2.55394 -1.48382
H: -0.61894 3.00066 -2.43509
H: 0.45070 3.14824 2.12882
H: 2.52978 2.86747 0.25132
C: -0.84413 3.34377 -1.41641
H: -0.24776 4.43096 1.12555
H: -1.90768 3.18340 -1.20171
H: -1.26871 3.02547 1.67219
P: 0.11892 -2.73556 -0.10091
C: -0.32826 -3.53787 1.46490
C: -1.02043 -3.40850 -1.35744
H: 2.17801 -2.76635 -1.35348
H: 1.75925 -4.39508 -0.68171
H: 2.43908 -3.11142 0.39292
C: 1.79804 -3.31580 -0.47990
H: -0.83907 -2.89865 -2.31958
H: -0.82556 -4.48785 -1.44164
H: -0.41136 -4.61402 1.26136
H: -1.29465 -3.14676 1.82218
H: -2.05620 -3.22486 -1.02274
H: 0.46390 -3.34453 2.20458
Cl: 1.07954 -0.19799 -2.25595
N: -0.43594 -0.79299 4.30438
C: -1.74246 -0.23147 3.78915
C: -1.80084 -0.78489 2.39773
O: -2.71753 -1.54050 2.05805
O: -0.75864 -0.55070 1.67295
H: -0.47748 -1.82732 4.22038
H: -0.24678 -0.53589 5.28462
H: 0.33713 -0.37213 3.67628
H: -2.57439 -0.58376 4.41262
H: -1.70224 0.85919 3.79426

* HOMO (alpha / beta): -15.5 / -15.4 eV
* orbital gap (alpha / beta): 0.28448 / 0.20248 Eh
* ⟨S²⟩: 0.761
* spin multiplicity: 2
* net charge: +2

=====

Record 5
Density functional theory data (wB97M-V/def2-TZVPD) for a cluster of 2 separate species, C3H8NO5 in total in a non-equilibrium geometry.

Cartesian coordinates (Å):
N: 2.58139 2.38180 -1.47612
O: 3.33369 3.29454 -1.79373
O: 1.38172 2.80304 -0.91110
O: 2.75042 1.18377 -1.59087
H: 0.87898 1.97830 -0.69813
C: -0.42362 1.21487 -0.17067
O: -0.07909 -0.05578 -0.02055
C: -1.12351 -0.81342 0.59388
C: -0.69767 -2.27127 0.76224
O: -1.78518 -2.94338 1.37465
H: -0.55601 1.79208 0.74850
H: -1.07321 1.44067 -1.02248
H: -1.34635 -0.38253 1.58583
H: -2.02351 -0.76727 -0.04368
H: -0.48725 -2.68731 -0.23539
H: 0.19605 -2.29695 1.40518
H: -1.52686 -3.87115 1.49246

* HOMO (alpha / beta): -9.5 / -11.0 eV
* relative energy (zero: lowest compared OMol25 entry of this formula, charge and spin): 33.87 kJ/mol
* orbital gap (alpha / beta): 0.36933 / 0.36653 Eh
* ⟨S²⟩: 0.753
* spin multiplicity: 2